[1]
This record from OMol25 describes C5H8N2O4 in the gas phase in a non-equilibrium geometry. The level of theory is ωB97M-V/def2-TZVPD.

Last column: Mulliken charge in e.
Geometry (Å):
O  1.148209  -1.218969  -1.843494  -0.4401
N  1.622751  -0.594370  -0.914724  -0.1896
N  0.914315  -0.561208  0.195425  0.3978
C  1.170042  0.641924  1.064044  -0.6958
C  0.051633  1.607773  0.536884  0.1286
O  0.538492  2.266789  -0.637429  -0.5218
C  -1.098748  0.687242  0.014405  -0.9336
C  -0.570120  -0.752185  0.173866  0.2142
C  -1.225184  -1.784238  -0.728981  0.3380
O  -2.147889  -1.529028  -1.470123  -0.5524
O  -0.657602  -2.997235  -0.696158  -0.4914
H  0.956703  0.391001  2.091360  0.2988
H  2.194883  0.997689  0.956178  0.4088
H  -0.302171  2.317862  1.303500  0.4224
H  1.263165  2.886938  -0.367799  0.3236
H  -1.992476  0.797823  0.627389  0.3242
H  -1.330972  0.879052  -1.039087  0.3478
H  -0.812611  -1.145770  1.195138  0.2027
H  0.277582  -2.891090  -0.460396  0.4175

Atoms 1-3, force components in eV/Å:
O -0.03 0.24 0.53
N 0.85 -0.02 -0.86
N -0.63 0.18 0.84

Results
Relative energy (zero: lowest compared OMol25 entry of this formula, charge and spin)   63.6 kcal/mol
SMILES string   O=NN1C[C@@H](O)C[C@H]1C(=O)O
LUMO energy   0.4462 eV
Calculated total energy   -16482.4173 eV
Kohn-Sham gap   10.1063 eV

[2]
This record from OMol25 describes 2 unconnected molecules or ions with the total composition FH4N2PS in a non-equilibrium geometry. The level of theory is ωB97M-V/def2-TZVPD.

Last column: Mulliken charge in e.
Geometry (Å):
N  -0.046826  0.375517  -1.382349  -0.5512
N  -0.027688  0.124991  1.272531  -0.5015
F  -0.550662  2.354013  -0.054841  -0.3718
P  0.620770  1.059210  0.054862  0.4070
S  3.885011  -0.022793  0.010001  -0.0502
H  0.226720  1.007249  -2.131213  0.2370
H  0.142086  -0.521129  -1.829630  0.2671
H  0.722498  0.135891  1.962318  0.3000
H  -0.970299  0.398931  1.625185  0.2638

Atoms 1-3, force components in eV/Å:
N 0.37 0.36 -0.59
N -0.18 0.60 0.21
F 1.91 -1.64 0.49

Results
Relative energy (zero: lowest compared OMol25 entry of this formula, charge and spin)   99.1 kcal/mol
LUMO energy (alpha / beta)   -2.7205 / -2.6494 eV
Calculated total energy   -25884.9184 eV
Kohn-Sham gap (alpha / beta)   6.5281 / 6.5606 eV

[3]
This record from OMol25 describes C3H5NO2 in the gas phase in a non-equilibrium geometry. The level of theory is ωB97M-V/def2-TZVPD.

Last column: Mulliken charge in e.
Geometry (Å):
C  0.327759  0.823300  -0.259955  -1.3318
C  -0.807211  -0.265716  -0.214254  1.0139
O  -0.798174  -1.176582  -1.247000  -0.5524
O  -0.596554  -1.317768  1.082577  -0.5406
C  -2.128648  0.287683  0.090497  0.1348
N  -3.183138  0.597654  0.303764  -0.3540
H  0.027094  1.816359  -0.107056  0.3773
H  0.908344  0.781109  -1.220811  0.3159
H  1.065480  0.557092  0.500565  0.3409
H  -1.487246  -1.828032  -1.038253  0.3145
H  -0.737825  -2.216600  0.548742  0.2816

Atoms 1-3, force components in eV/Å:
C 0.97 -2.76 -0.94
C 1.42 -1.76 2.77
O -0.15 0.73 -0.61

Results
Relative energy (zero: lowest compared OMol25 entry of this formula, charge and spin)   60.7 kcal/mol
SMILES string   CC(O)(O)C#N
LUMO energy   0.4009 eV
Calculated total energy   -8775.0618 eV
Kohn-Sham gap   11.6006 eV

[4]
This record from OMol25 describes a molecular structure, C29H28N3O2S3Tc. The level of theory is ωB97M-V/def2-TZVPD.

Last column: Mulliken spin population.
Geometry (Å):
Tc  0.397127  -1.536932  0.277396  2.8356
C  4.653477  -3.536159  0.228646  0.0026
C  3.343961  -2.924614  0.636090  -0.0615
S  2.198978  -2.591382  -0.613120  0.0972
C  3.016095  -2.649623  1.918394  0.0979
C  3.911268  -2.938157  3.089349  -0.0002
S  1.472462  -1.934850  2.232208  -0.1149
H  4.621610  -3.891667  -0.799155  -0.0012
H  4.900398  -4.378524  0.875550  -0.0021
H  5.461473  -2.806417  0.310823  -0.0034
H  4.857797  -2.403441  2.994201  0.0037
H  4.137406  -4.004304  3.149335  0.0056
H  3.445212  -2.638516  4.025664  -0.0003
C  -2.590042  2.974843  -0.342620  -0.0018
C  -2.160051  1.743483  0.405653  -0.0017
C  -1.008653  1.817750  1.211404  0.0311
C  -0.576510  0.723003  1.911279  -0.0629
C  -1.274092  -0.505500  1.824464  0.1257
C  -2.490242  -0.547379  1.100898  -0.0887
N  -3.303303  -1.647247  1.187508  0.0038
C  -2.747282  -2.904737  1.588193  -0.0277
C  -2.844230  -3.358670  2.890761  -0.0001
C  -2.237188  -4.560109  3.237821  0.0039
C  -1.539917  -5.293565  2.287849  0.0014
C  -1.441416  -4.835006  0.980554  0.0371
C  -2.052431  -3.640066  0.633230  0.0326
C  -1.985166  -3.033362  -0.739209  -0.0111
O  -2.896073  -3.063259  -1.524439  0.0192
O  -0.859820  -2.374158  -0.984482  0.0626
C  -2.895855  0.566779  0.329052  0.0025
C  -4.141109  0.445794  -0.505234  0.0012
H  -1.908770  3.800443  -0.143527  0.0001
H  -3.593367  3.283454  -0.046363  0.0000
H  -2.606355  2.804250  -1.420453  0.0003
H  -0.473480  2.755879  1.281577  0.0019
H  0.287867  0.789869  2.559162  0.0000
H  -1.100538  -1.264501  2.578951  0.0143
H  -4.014481  -1.712503  0.472662  -0.0006
H  -3.390170  -2.773494  3.619136  0.0004
H  -2.313999  -4.925426  4.252812  0.0002
H  -1.074008  -6.229356  2.565070  0.0003
H  -0.899071  -5.404535  0.236406  -0.0005
H  -4.089541  -0.428206  -1.162201  0.0003
H  -4.294174  1.316790  -1.134862  -0.0001
H  -5.029427  0.335780  0.123164  0.0011
S  0.141156  3.795912  -3.703537  0.0079
C  0.314917  2.381689  -2.695218  0.0081
C  -0.591816  1.337819  -2.892977  -0.0024
C  -0.523140  0.217178  -2.100453  0.0296
N  0.404330  0.074414  -1.136443  -0.0248
C  1.300808  1.060955  -0.968935  0.0022
C  1.289990  2.216965  -1.709386  -0.0142
C  1.367328  4.886748  -3.016549  0.0004
C  1.043995  5.716191  -1.951684  -0.0002
C  2.033098  6.549162  -1.450765  0.0003
N  3.268590  6.597655  -1.943496  -0.0001
C  3.556653  5.812812  -2.974490  0.0003
C  2.643343  4.935926  -3.551175  0.0000
H  -1.357584  1.398021  -3.654893  0.0010
H  -1.210507  -0.607349  -2.225228  -0.0074
H  2.046764  0.905665  -0.199180  -0.0045
H  2.035289  2.975118  -1.518686  0.0000
H  0.047278  5.717002  -1.531427  -0.0003
H  1.822713  7.213173  -0.620617  0.0000
H  4.565989  5.876682  -3.363852  0.0000
H  2.926458  4.315819  -4.390613  -0.0002

Atoms 1-3, force components in eV/Å:
Tc -0.14 -0.03 -0.04
C -0.02 -0.01 0.00
C -0.01 0.03 0.12

Results
Spin multiplicity   4
Relative energy (zero: lowest compared OMol25 entry of this formula, charge and spin)   0.0 kcal/mol
LUMO energy (alpha / beta)   -4.0353 / -4.8119 eV
Calculated total energy   -73792.8006 eV
Kohn-Sham gap (alpha / beta)   6.9351 / 6.3821 eV
Total charge   +1

[5]
This record from OMol25 describes C2H2INO in the gas phase in a non-equilibrium geometry. The level of theory is ωB97M-V/def2-TZVPD.

Last column: Mulliken charge in e.
Geometry (Å):
N  0.262418  -2.434314  0.262071  -0.3012
C  0.174515  -1.310700  0.077785  0.2676
C  -0.106702  0.143456  -0.209099  -0.2557
O  -0.556661  0.640491  0.924426  -0.4343
I  2.004281  1.116073  -0.813023  -0.0337
H  -0.655478  0.422615  -1.184050  0.4033
H  -1.122373  1.422378  0.941891  0.3541

Atoms 1-3, force components in eV/Å:
N 0.21 -0.61 0.20
C -0.52 1.97 -1.32
C 1.08 -0.33 -2.05

Results
Relative energy (zero: lowest compared OMol25 entry of this formula, charge and spin)   11.7 kcal/mol
SMILES string   N#C[C@@H](O)I
LUMO energy   -0.7553 eV
Calculated total energy   -13743.0734 eV
Kohn-Sham gap   9.0545 eV

[6]
This record from OMol25 describes 2 unconnected molecules or ions with the total composition C13H18Si in a non-equilibrium geometry. The level of theory is ωB97M-V/def2-TZVPD.

Last column: Mulliken charge in e.
Geometry (Å):
C  3.766574  0.979687  0.195944  -0.5749
C  3.182634  0.206615  1.249870  -0.2640
C  3.130961  1.068548  -1.014770  -0.4789
C  2.039888  -0.437200  1.027141  -0.0507
C  1.990653  0.298983  -1.297938  -0.3968
C  1.442329  -0.445677  -0.257427  0.1452
C  -0.382168  -2.394745  -0.084324  0.5440
C  -0.951648  -3.049899  0.924100  -1.2224
C  -0.172423  -2.041088  -1.557110  -0.9487
C  0.206499  -1.177532  -0.420058  0.2621
C  -2.943052  -0.123405  1.160496  -1.0627
C  -2.525843  1.529677  -1.510052  -1.1047
C  -0.507766  2.130610  0.942649  -0.7267
Si  -1.768921  0.926274  0.149986  0.5034
H  4.617253  1.535766  0.588831  0.3374
H  3.438760  0.108816  2.301909  0.3410
H  3.493877  1.782119  -1.805211  0.2970
H  1.361780  -0.997378  1.811164  0.0867
H  1.561153  0.445321  -2.312787  0.3315
H  -0.888657  -2.656143  1.874617  0.3456
H  -1.383222  -3.938210  0.703165  0.3243
H  0.520288  -2.589213  -2.229265  0.3009
H  -1.095986  -1.955869  -2.236492  0.1558
H  -3.775625  0.515540  1.580755  0.3411
H  -3.296460  -1.059503  0.694890  0.3831
H  -2.447036  -0.652834  1.984545  0.3035
H  -1.573479  1.828099  -2.186543  0.2374
H  -2.986773  0.777024  -1.932872  0.3886
H  -3.104506  2.338884  -1.346201  0.4367
H  -0.865627  2.432501  1.851849  0.4751
H  0.420667  1.567252  1.005360  0.0685
H  -0.504112  3.046976  0.143771  0.2216

Atoms 1-3, force components in eV/Å:
C 0.14 -0.32 2.75
C 0.68 0.70 0.14
C 0.41 0.68 -1.25

Results
Relative energy (zero: lowest compared OMol25 entry of this formula, charge and spin)   122.0 kcal/mol
LUMO energy (alpha / beta)   0.1338 / 0.1331 eV
Calculated total energy   -21644.9642 eV
Kohn-Sham gap (alpha / beta)   6.6834 / 6.6825 eV

> What is the relative energy (zero: lowest compared OMol25 entry of this formula, charge and spin) in the fifth record?

11.7 kcal/mol

> Look up the calculated total energy of the third one.

-8775.0618 eV